[1]
This record from the OMol25 dataset describes a 3-piece molecular cluster, C28H34O10 overall at a distorted geometry. The level of theory is wB97M-V/def2-TZVPD.

Last column: Mulliken charge in e.
Geometry (Å):
1 C -4.543 5.330 1.176  -1.0375
2 C -4.106 4.701 -0.200  0.1214
3 O -2.675 4.779 -0.339  -0.3401
4 C -2.194 3.832 -1.259  0.1189
5 O -2.226 4.138 -2.424  -0.5411
6 C -1.592 2.451 -0.792  0.0347
7 C -2.813 1.457 -0.642  -0.1306
8 C -2.514 -0.021 -1.085  -1.4260
9 C -1.247 -0.650 -0.439  0.6566
10 C -1.081 -0.859 0.902  0.7530
11 C -2.139 -0.455 1.972  -1.0637
12 C -1.690 0.812 2.791  0.4559
13 C -2.645 1.919 2.872  -0.2230
14 C -2.345 3.146 3.599  -1.0126
15 C -1.036 3.247 4.261  1.0008
16 C -0.612 4.544 5.027  -1.3244
17 C -0.056 2.150 4.243  -0.9263
18 C -0.423 0.941 3.489  -0.2172
19 C 0.211 -1.539 1.446  0.2833
20 O 0.242 -2.101 2.525  -0.5885
21 C 1.525 -1.571 0.608  -0.3849
22 C 1.364 -1.355 -0.731  -0.5591
23 C -0.052 -1.102 -1.340  0.0989
24 O -0.189 -1.305 -2.532  -0.4681
25 H -3.684 5.856 1.682  0.2401
26 H -5.363 6.096 1.074  0.3691
27 H -4.938 4.563 1.896  0.1983
28 H -4.650 5.271 -1.008  0.2832
29 H -4.500 3.650 -0.226  0.0894
30 H -1.163 2.659 0.230  0.1910
31 H -0.811 2.104 -1.512  0.3629
32 H -3.620 1.835 -1.338  0.7320
33 H -3.276 1.443 0.373  -0.3495
34 H -3.404 -0.658 -0.807  0.3886
35 H -2.418 -0.126 -2.203  0.3087
36 H -2.167 -1.304 2.719  0.4739
37 H -3.183 -0.367 1.581  0.4496
38 H -3.623 1.814 2.349  0.3178
39 H -3.080 3.987 3.646  0.2478
40 H 0.364 4.899 4.588  0.3204
41 H -1.342 5.381 4.888  0.3098
42 H -0.483 4.340 6.119  0.3103
43 H 0.925 2.269 4.755  0.3618
44 H 0.331 0.123 3.474  0.3319
45 H 2.512 -1.789 1.094  0.3666
46 H 2.279 -1.405 -1.373  0.4100
47 C 0.445 -1.655 -5.345  -1.4141
48 C -0.118 -2.170 -6.651  0.5550
49 C -0.457 -3.635 -6.626  -0.4454
50 O -0.282 -4.015 -7.990  -0.3353
51 C 0.627 -3.154 -8.528  0.6171
52 O 1.148 -3.303 -9.587  -0.5295
53 O 0.860 -2.106 -7.694  -0.3570
54 H 0.568 -0.571 -5.391  0.3452
55 H -0.208 -1.891 -4.512  0.4527
56 H 1.436 -2.074 -5.154  0.3299
57 H -0.981 -1.567 -6.954  0.2186
58 H -1.483 -3.818 -6.305  0.3229
59 H 0.221 -4.229 -6.007  0.3055
60 C 7.165 -4.818 2.601  -1.4400
61 C 6.162 -3.719 2.870  0.4800
62 C 4.751 -4.084 2.496  -0.5324
63 O 4.181 -2.816 2.171  -0.2762
64 C 5.207 -2.017 1.762  0.6301
65 O 5.062 -0.960 1.233  -0.5260
66 O 6.410 -2.584 2.035  -0.3541
67 H 8.146 -4.535 2.990  0.3520
68 H 6.863 -5.754 3.072  0.3674
69 H 7.290 -4.980 1.529  0.3620
70 H 6.226 -3.394 3.913  0.2390
71 H 4.211 -4.547 3.322  0.3372
72 H 4.684 -4.733 1.619  0.3011

Summary:
2S+1 = 1
HOMO level = -8.92 eV
SMILES string = CCOC(=O)CCCC1=C(Cc2ccc(C)cc2)C(=O)C=CC1=O.C[C@@H]1COC(=O)O1.C[C@@H]1COC(=O)O1
Kohn-Sham gap = 0.2871 Ha

---

[2]
This record from the OMol25 dataset describes a 2-piece molecular cluster, C3H9NO2S overall at a distorted geometry. The level of theory is wB97M-V/def2-TZVPD.

Last column: Mulliken charge in e.
Geometry (Å):
1 C -0.061 -2.296 2.518  -0.0171
2 C 1.123 1.375 -1.217  -0.4160
3 C 0.072 1.515 -0.103  -0.4258
4 N -2.046 0.582 1.025  -0.5180
5 O 0.793 -1.448 2.512  -0.3476
6 O 1.694 0.084 -1.085  -0.5228
7 S -1.193 0.181 -0.396  -0.0767
8 H 0.198 -3.458 2.446  0.2016
9 H -1.195 -2.202 2.607  0.1678
10 H 0.466 1.469 -2.137  0.2471
11 H 1.941 2.104 -1.265  0.3279
12 H -0.358 2.600 -0.165  0.3103
13 H 0.525 1.443 0.920  0.2733
14 H -3.119 0.808 0.771  0.2821
15 H -2.042 -0.213 1.623  0.1958
16 H 1.052 -0.703 -1.033  0.3182

Summary:
2S+1 = 1
HOMO level = -8.98 eV
SMILES string = NSCCO.C=O
Kohn-Sham gap = 0.3445 Ha

---

[3]
This record from the OMol25 dataset describes a 9-piece molecular cluster, C27H76N5O9 overall at a distorted geometry. The level of theory is wB97M-V/def2-TZVPD.

Last column: Mulliken charge in e.
Geometry (Å):
1 C 1.097 0.143 0.197  0.2327
2 O 1.139 1.512 -0.006  -0.9686
3 H 0.312 -0.208 0.899  -0.0128
4 H 0.926 -0.374 -0.777  -0.2740
5 H 2.083 -0.232 0.544  0.0960
6 C 0.076 5.605 -1.214  -1.2501
7 C -0.750 5.729 0.077  0.3142
8 C -2.231 5.766 -0.258  -0.1041
9 O -2.921 5.994 0.968  -0.2139
10 C -4.307 5.931 0.909  -0.8263
11 N -0.380 4.659 1.000  -0.1899
12 H 1.142 5.745 -1.056  0.3489
13 H -0.247 6.282 -2.012  0.4398
14 H -0.086 4.608 -1.634  -0.0146
15 H -0.553 6.710 0.528  0.4019
16 H -2.530 4.778 -0.638  -0.3531
17 H -2.525 6.497 -1.021  0.5131
18 H -4.741 6.175 1.881  0.2620
19 H -4.658 4.939 0.601  0.2847
20 H -4.735 6.687 0.234  0.3115
21 H -0.782 3.807 0.579  0.3555
22 H -1.021 4.809 1.776  -0.1018
23 C -1.526 3.749 3.887  -1.3386
24 C -0.263 4.126 4.628  0.7058
25 C 0.584 2.952 5.047  -0.8782
26 O 1.207 2.357 3.915  -0.3463
27 C 1.450 0.991 4.144  -0.6558
28 N 0.471 5.220 3.944  -0.6570
29 H -2.187 3.130 4.497  0.4972
30 H -1.394 3.211 2.946  0.1926
31 H -2.012 4.673 3.558  0.3359
32 H -0.560 4.463 5.639  0.2129
33 H -0.032 2.211 5.564  0.4320
34 H 1.353 3.346 5.724  0.2845
35 H 2.165 0.562 3.446  0.1973
36 H 0.510 0.426 4.059  0.1202
37 H 1.796 0.808 5.171  0.4913
38 H 0.823 5.779 4.726  0.3032
39 H -0.228 5.880 3.607  0.2268
40 C -0.010 -2.150 -6.223  -1.5636
41 C 1.149 -2.260 -5.189  2.1062
42 C 1.002 -3.472 -4.283  -0.6139
43 O -0.243 -3.524 -3.601  -0.4609
44 C -0.524 -2.412 -2.783  -0.2604
45 N 2.400 -2.269 -5.941  -0.7869
46 H -0.258 -3.166 -6.541  0.3389
47 H 0.290 -1.598 -7.108  0.4478
48 H -0.869 -1.743 -5.691  0.2873
49 H 1.094 -1.376 -4.541  -0.9776
50 H 1.806 -3.470 -3.537  0.0542
51 H 1.042 -4.390 -4.869  0.4162
52 H -0.902 -1.566 -3.371  0.0249
53 H 0.345 -2.041 -2.229  0.0203
54 H -1.329 -2.698 -2.107  0.3484
55 H 3.180 -2.278 -5.275  0.2728
56 H 2.545 -1.419 -6.473  0.3328
57 C 5.574 -0.690 -3.305  -1.4519
58 C 5.221 -2.098 -2.840  0.3371
59 C 4.229 -2.070 -1.699  -0.1738
60 O 3.928 -3.374 -1.254  -0.5118
61 C 2.949 -3.291 -0.214  -0.4630
62 N 4.701 -2.873 -3.973  -0.6156
63 H 5.931 -0.716 -4.337  0.4268
64 H 6.366 -0.247 -2.705  0.4157
65 H 4.666 -0.087 -3.357  0.1894
66 H 6.070 -2.682 -2.457  0.3390
67 H 3.319 -1.506 -1.940  -0.1260
68 H 4.744 -1.502 -0.912  0.4316
69 H 2.752 -4.280 0.191  0.3279
70 H 2.073 -2.825 -0.671  0.0806
71 H 3.359 -2.652 0.573  0.3797
72 H 4.405 -3.803 -3.689  0.2044
73 H 5.415 -3.080 -4.666  0.2067
74 C -0.660 -6.931 4.382  -1.3834
75 C -1.700 -6.117 3.635  0.4794
76 C -1.017 -5.164 2.627  -0.5365
77 O -0.170 -4.280 3.312  -0.4141
78 C 0.383 -3.253 2.506  -0.4410
79 N -2.589 -7.016 2.894  -0.7276
80 H -1.157 -7.640 5.050  0.3913
81 H 0.079 -6.317 4.886  0.3179
82 H -0.189 -7.626 3.677  0.3121
83 H -2.344 -5.537 4.297  0.2672
84 H -1.831 -4.596 2.149  0.3005
85 H -0.523 -5.695 1.803  0.2463
86 H -0.319 -2.840 1.778  0.2229
87 H 1.213 -3.658 1.917  0.2643
88 H 0.782 -2.494 3.171  0.1713
89 H -2.054 -7.667 2.335  0.2659
90 H -3.204 -6.452 2.322  0.2748
91 C -0.165 1.657 -3.738  -0.3577
92 C 1.307 1.272 -3.553  0.6684
93 O 1.914 2.205 -2.674  -0.6508
94 H -0.350 2.196 -4.670  0.4315
95 H -0.584 2.231 -2.914  -0.3664
96 H -0.768 0.741 -3.802  0.0270
97 H 1.801 1.188 -4.521  0.4768
98 H 1.372 0.321 -3.010  -0.6032
99 H 1.638 1.968 -1.760  0.3304
100 C -2.509 -0.540 2.682  0.2667
101 C -3.496 -1.131 3.663  -0.5940
102 O -4.813 -0.695 3.381  -0.5428
103 H -2.793 -0.715 1.647  0.1678
104 H -1.477 -0.863 2.836  -0.1655
105 H -2.463 0.533 2.896  -0.0455
106 H -3.224 -0.887 4.701  0.3400
107 H -3.418 -2.221 3.734  0.2107
108 H -4.867 0.232 3.632  0.3167
109 C -3.537 2.115 -1.630  -1.3523
110 C -2.462 1.337 -0.906  0.9275
111 O -1.543 2.281 -0.362  -0.0556
112 H -4.043 2.853 -1.002  0.1381
113 H -4.338 1.511 -2.070  0.4264
114 H -3.180 2.704 -2.481  0.3080
115 H -1.974 0.621 -1.573  -0.2233
116 H -2.905 0.779 -0.074  -0.2058
117 H -0.704 1.758 -0.242  -0.2426

Summary:
2S+1 = 1
HOMO level = -4.04 eV
Kohn-Sham gap = 0.2353 Ha
total charge = -1

---

[4]
This record from the OMol25 dataset describes C25H35N2O2PSr as an isolated structure at a distorted geometry. The level of theory is wB97M-V/def2-TZVPD.

Last column: Mulliken charge in e.
Geometry (Å):
1 Sr -0.561 1.220 -0.024  2.4269
2 O -2.409 0.077 -0.289  -1.0137
3 C -3.588 0.035 0.261  0.5802
4 C -4.405 -1.118 0.154  -0.5131
5 C -5.643 -1.178 0.748  -0.4733
6 C -6.178 -0.087 1.463  -0.7981
7 C -5.428 1.060 1.539  -0.5322
8 C -4.142 1.150 0.970  0.4583
9 C -3.485 2.465 1.024  -0.4890
10 N -2.251 2.703 0.758  -0.1774
11 C -1.777 4.107 0.617  -0.7386
12 C -1.128 4.279 -0.782  -0.8087
13 N 0.066 3.395 -0.875  -0.1492
14 C 1.223 3.926 -1.049  -0.6833
15 C 2.521 3.248 -0.958  0.6829
16 C 3.644 3.993 -1.354  -0.5873
17 C 4.926 3.509 -1.228  -0.8289
18 C 5.091 2.240 -0.645  -0.5882
19 C 4.012 1.489 -0.226  -0.5140
20 C 2.683 1.947 -0.389  0.1156
21 O 1.670 1.231 -0.010  -0.4559
22 H -4.014 -1.960 -0.411  0.3306
23 H -6.226 -2.089 0.650  0.3808
24 H -7.158 -0.145 1.918  0.3902
25 H -5.824 1.932 2.051  0.3375
26 H -4.141 3.307 1.274  0.2033
27 H -1.007 4.314 1.364  0.3121
28 H -2.577 4.841 0.746  0.4541
29 H -0.891 5.332 -0.944  0.4393
30 H -1.866 3.977 -1.530  0.3388
31 H 1.276 5.002 -1.251  0.1536
32 H 3.477 4.982 -1.769  0.3376
33 H 5.778 4.093 -1.549  0.3862
34 H 6.091 1.841 -0.508  0.4049
35 H 4.158 0.520 0.240  0.4017
36 C 1.021 -1.006 -2.679  -1.2999
37 C 1.721 -1.739 -1.524  0.9364
38 C 2.220 -3.117 -1.965  -1.5172
39 P 0.680 -1.630 0.020  0.5183
40 C 1.976 -1.803 1.342  1.2843
41 C 2.514 -3.207 1.608  -1.3788
42 C 1.521 -1.151 2.655  -1.5816
43 C -0.287 -3.188 0.103  0.7612
44 C -1.013 -3.254 1.451  -1.5761
45 C -1.345 -3.198 -1.020  -1.5101
46 H 1.645 -1.012 -3.577  0.4684
47 H 0.841 0.042 -2.443  0.1126
48 H 0.064 -1.470 -2.940  0.2295
49 H 2.597 -1.142 -1.258  0.0198
50 H 1.411 -3.747 -2.337  0.2574
51 H 2.721 -3.669 -1.166  0.2700
52 H 2.939 -3.008 -2.786  0.4473
53 H 2.790 -1.183 0.953  -0.4484
54 H 1.731 -3.880 1.973  0.2147
55 H 3.291 -3.173 2.382  0.4718
56 H 2.960 -3.670 0.724  0.2543
57 H 0.736 -1.732 3.150  0.2727
58 H 1.148 -0.138 2.506  0.2632
59 H 2.361 -1.076 3.353  0.4564
60 H 0.377 -4.049 0.005  0.6329
61 H -1.611 -2.353 1.621  0.1420
62 H -0.333 -3.369 2.298  0.2400
63 H -1.703 -4.105 1.464  0.5123
64 H -1.904 -2.255 -1.046  0.0043
65 H -2.067 -4.003 -0.844  0.5126
66 H -0.919 -3.355 -2.008  0.2458

Summary:
2S+1 = 1
HOMO level = -7.56 eV
Kohn-Sham gap = 0.2936 Ha